# 1
Here is the molecule C8H18O3Si in a non-equilibrium geometry from the Open Molecules 2025 dataset. Energies are from the ωB97M-V functional and the def2-TZVPD basis.

Positions of all 30 atoms, in Å:
1 C -1.100312 0.407744 1.291024
2 C -1.403766 0.872114 -0.119819
3 C 1.402171 2.610629 2.829432
4 C 1.737821 2.007225 0.353119
5 C 0.008313 -3.398304 -2.239481
6 C 0.645167 -1.480970 -0.671348
7 C 0.677891 2.190855 1.490097
8 C -0.432251 -2.515355 -1.116509
9 O -3.048405 -0.080407 -2.470128
10 O 0.149181 0.852794 1.792946
11 O -1.591207 -1.820686 -1.562341
12 Si -2.030046 -0.321063 -1.233994
13 H -1.847077 0.869643 1.988979
14 H -1.149608 -0.706702 1.569622
15 H -1.494710 1.935920 -0.286544
16 H 0.633435 3.085182 3.471391
17 H 1.656305 1.655102 3.393085
18 H 2.286280 3.131408 2.865701
19 H 2.250558 1.151947 0.614008
20 H 2.348954 2.878589 0.176738
21 H 1.273137 1.791700 -0.550122
22 H 1.043896 -3.550950 -2.210288
23 H -0.465044 -4.352497 -2.093635
24 H -0.211829 -2.771483 -3.142723
25 H 0.201987 -0.800568 0.090605
26 H 0.882267 -0.895579 -1.539741
27 H 1.553109 -1.980781 -0.461495
28 H -0.157510 2.871107 1.293622
29 H -0.722020 -3.023506 -0.245576
30 H -3.096684 -0.613111 -3.276628

Cartesian forces (eV/Å) of the 2 atoms listed first:
C -0.875 0.950 1.368
C -0.838 -2.124 -0.646

Computed properties:
HOMO energy (eV): -7.67
E (a.u.): -830.78530
2S+1: 1
Gap between HOMO and LUMO (eV): 8.040
SMILES: CC(C)OC/C=[Si](/O)OC(C)C
LUMO level (hartree): 0.014



# 2
Here is a cluster of 2 separate species, C6H17N6 in total in a non-equilibrium geometry from the Open Molecules 2025 dataset. Energies are from the ωB97M-V functional and the def2-TZVPD basis.

Positions of all 29 atoms, in Å:
1 C -1.112525 -1.210065 -0.620932
2 C -1.997166 -0.167885 -1.249866
3 C 2.045092 1.277460 -0.825551
4 C 0.140130 -2.789088 0.427665
5 C -1.449325 1.405117 1.677537
6 C 3.299316 -0.473875 0.266238
7 N -2.524769 -1.526012 -0.872575
8 N -0.085713 -1.466860 -0.030390
9 N 0.891203 1.880470 -1.071663
10 N -2.511046 0.943181 -0.555802
11 N -1.577515 1.649804 0.286108
12 N 2.099774 0.144892 -0.176104
13 H -1.808132 -0.056782 -2.318556
14 H 2.929270 1.821975 -0.992777
15 H 1.120815 -2.891759 -0.065666
16 H 0.124951 -2.751341 1.505945
17 H -0.567982 -3.504844 0.118886
18 H -0.690625 2.139766 2.114821
19 H -2.438737 1.471834 2.131472
20 H -0.853767 0.393115 1.908006
21 H 4.212131 -0.119744 -0.211743
22 H 3.294516 -0.196544 1.413855
23 H 3.211840 -1.592248 0.323396
24 H -2.924959 -2.211178 -1.492101
25 H -0.088110 1.712034 -0.582170
26 H 1.061261 2.847778 -1.496864
27 H -3.331483 0.845493 0.103964
28 H -1.670580 2.689424 0.103722
29 H 1.202129 -0.264129 0.181138

Cartesian forces (eV/Å) of the 2 atoms listed first:
C -6.070 1.716 -1.971
C 0.842 -2.309 0.144

Computed properties:
HOMO energy (eV): -12.57
Total charge: +1
E (a.u.): -566.97491
2S+1: 1
Gap between HOMO and LUMO (eV): 10.147
LUMO level (hartree): -0.089



# 3
Here is a cluster of 2 separate species, C3H3I in total in a non-equilibrium geometry from the Open Molecules 2025 dataset. Energies are from the ωB97M-V functional and the def2-TZVPD basis.

Positions of all 7 atoms, in Å:
1 C -0.527614 -0.295829 0.850185
2 C -0.553672 -0.698362 -0.412292
3 C 0.488919 0.230324 0.084709
4 I 2.455841 0.279110 0.010178
5 H -0.892021 -0.320062 1.830869
6 H -0.978829 -1.243064 -1.192174
7 H 0.007379 2.047882 -1.171476

Cartesian forces (eV/Å) of the 2 atoms listed first:
C -0.664 -0.942 -0.466
C 1.472 1.431 2.530

Computed properties:
HOMO energy (spin up / spin down) (eV): -7.03 / -8.80
E (a.u.): -413.54663
2S+1: 1
Gap between HOMO and LUMO (spin up / spin down) (eV): 6.868 / 8.927
LUMO level (spin up / spin down) (hartree): -0.006 / 0.005



# 4
Here is the molecule C11H19NO in a non-equilibrium geometry from the Open Molecules 2025 dataset. Energies are from the ωB97M-V functional and the def2-TZVPD basis.

Positions of all 32 atoms, in Å:
1 C -1.189311 2.061790 0.252153
2 C -2.195771 1.027535 0.350665
3 C -1.468379 -0.171837 0.418017
4 C 0.164056 0.260674 0.139909
5 C -3.630642 1.188257 0.486468
6 C 1.065570 -1.933891 0.985122
7 C 2.535795 0.155070 0.540573
8 C 1.726200 -1.095383 -1.371980
9 C 1.142739 2.537387 -0.064940
10 C -2.238489 -2.091595 -0.642555
11 C 1.399945 -0.692189 0.049613
12 N 0.038826 1.591308 0.033111
13 O -1.946094 -1.450066 0.564941
14 H -1.417336 3.101796 0.254046
15 H -3.904075 1.308790 -0.515487
16 H -4.076825 0.340335 1.011314
17 H -3.888748 2.157027 1.023660
18 H 0.309892 -1.657692 1.763956
19 H 0.713934 -2.748486 0.411569
20 H 1.979575 -2.168616 1.455884
21 H 2.128607 0.606386 1.466691
22 H 3.467951 -0.448056 0.615148
23 H 2.586347 0.875466 -0.362967
24 H 2.544825 -1.996806 -1.264529
25 H 0.762952 -1.423743 -1.848584
26 H 2.242080 -0.199264 -1.940117
27 H 0.854508 3.602353 -0.135139
28 H 1.970011 2.523974 0.735441
29 H 1.756992 2.523342 -0.928046
30 H -3.083457 -1.682402 -1.165018
31 H -2.465590 -3.311018 -0.383304
32 H -1.349692 -2.050325 -1.351166

Cartesian forces (eV/Å) of the 2 atoms listed first:
C -3.419 -0.922 -0.415
C 4.734 -0.087 1.180

Computed properties:
HOMO energy (eV): -6.95
E (a.u.): -560.36457
2S+1: 1
Gap between HOMO and LUMO (eV): 7.714
SMILES: COc1c(C)cn(C)c1C(C)(C)C
LUMO level (hartree): 0.028



# 5
Here is the molecule C3H9N in a non-equilibrium geometry from the Open Molecules 2025 dataset. Energies are from the ωB97M-V functional and the def2-TZVPD basis.

Positions of all 13 atoms, in Å:
1 C 1.413223 -0.116284 0.481387
2 N -0.042663 -0.174908 0.290552
3 C -0.516880 -0.969609 -0.929942
4 C -0.849770 1.122088 0.533835
5 H 1.720982 -1.105089 0.232559
6 H 1.974134 0.692465 -0.078082
7 H 1.618447 0.155707 1.486068
8 H -1.597338 -0.845553 -1.320671
9 H -0.396038 -2.030104 -0.579856
10 H 0.209552 -0.850696 -1.708121
11 H -1.948398 0.828322 0.371717
12 H -0.762915 1.525153 1.518599
13 H -0.822336 1.768510 -0.298046

Cartesian forces (eV/Å) of the 2 atoms listed first:
C -1.383 1.435 -1.345
N -2.251 1.634 -0.147

Computed properties:
HOMO energy (eV): -7.99
E (a.u.): -174.39008
2S+1: 1
Gap between HOMO and LUMO (eV): 9.101
SMILES: CN(C)C
LUMO level (hartree): 0.041